No. 1
ORCA calculation (ωB97M-V/def2-TZVPD) on a structure of composition C44H53IrN7O5PS3 in a non-equilibrium geometry.

The geometry in XYZ format:
```
114
C44H53IrN7O5PS3 | OMol25 | ωB97M-V/def2-TZVPD
Ir -0.4962 -0.0257 -0.0699
C 3.1558 1.3080 3.4270
C 1.8470 1.2347 2.6365
C 1.5729 2.5931 1.9836
P 1.6686 -0.1081 1.3496
C 2.2560 -1.6313 2.2086
C 1.1295 -2.1296 3.1174
C 2.7996 -2.7196 1.2855
C 3.0449 0.3462 0.2499
C 4.3671 0.2839 0.6593
C 5.4253 0.7025 -0.1465
C 6.8444 0.6351 0.3343
C 5.1256 1.2081 -1.4205
C 3.8390 1.2221 -1.8859
C 2.7578 0.7528 -1.0757
N 1.5024 0.6348 -1.5498
C 1.4327 0.5674 -2.9746
C 1.0884 1.6653 -3.7565
C 1.1027 3.0728 -3.2172
C 0.9085 1.4624 -5.1266
C 1.1257 0.2334 -5.7308
C 0.9326 0.0434 -7.2135
C 1.5923 -0.8082 -4.9305
C 1.7650 -0.6600 -3.5613
C 2.2619 -1.8109 -2.7269
H 3.0375 2.0556 4.2148
H 3.9875 1.6337 2.8045
H 3.4200 0.3717 3.9162
H 1.0763 1.0029 3.3729
H 2.4322 2.8912 1.3782
H 1.4283 3.3599 2.7475
H 0.6974 2.5850 1.3314
H 3.0790 -1.2918 2.8410
H 0.2419 -2.4003 2.5457
H 0.8475 -1.3812 3.8628
H 1.4581 -3.0178 3.6612
H 2.0235 -3.1014 0.6222
H 3.1654 -3.5453 1.8998
H 3.6307 -2.3667 0.6741
H 4.6021 -0.1165 1.6368
H 6.9177 0.1402 1.3011
H 7.2650 1.6383 0.4323
H 7.4705 0.0948 -0.3777
H 5.9286 1.5744 -2.0498
H 3.6257 1.5907 -2.8791
H 1.9254 3.6154 -3.6917
H 1.2483 3.1041 -2.1408
H 0.1812 3.6097 -3.4437
H 0.6298 2.3156 -5.7381
H 0.2600 0.7954 -7.6246
H 0.5213 -0.9426 -7.4362
H 1.8831 0.1247 -7.7444
H 1.8188 -1.7693 -5.3844
H 2.2007 -2.7411 -3.2942
H 1.6926 -1.9222 -1.7993
H 3.3107 -1.6702 -2.4501
N -1.2100 0.8517 2.2555
C -2.5674 1.3970 2.2580
C -3.3714 0.7823 1.1299
O -4.5345 1.1084 0.9418
O -2.7314 -0.0802 0.4123
H -1.2131 -0.0781 2.6612
H -0.5810 1.4297 2.7872
H -2.5323 2.4759 2.1121
H -3.0973 1.1954 3.1918
O -2.3921 -5.4992 2.1664
S -2.5367 -4.7676 0.9451
O -3.8489 -4.5994 0.3748
N -1.7530 -3.3381 1.0240
C -0.7745 -3.2770 0.1460
O -0.0091 -2.2959 -0.0278
C -0.6174 -4.5027 -0.7113
C 0.2234 -4.7080 -1.7914
C 0.1357 -5.9188 -2.4749
C -0.7767 -6.8960 -2.0781
C -1.6316 -6.6797 -0.9978
C -1.5242 -5.4701 -0.3363
H 0.9262 -3.9396 -2.0876
H 0.7864 -6.1098 -3.3201
H -0.8185 -7.8381 -2.6125
H -2.3397 -7.4351 -0.6786
N -3.7009 -5.4776 -3.4266
C -3.3420 -4.4318 -4.1193
S -3.4621 -4.3498 -5.7903
C -2.8410 -3.2742 -3.3710
C -3.3067 -3.0353 -2.0909
C -2.7442 -2.0061 -1.3711
N -1.7794 -1.2176 -1.8567
C -1.3797 -1.3987 -3.1132
C -1.8753 -2.4191 -3.9147
H -4.0817 -6.2964 -3.8838
H -3.5001 -5.5298 -2.4309
H -4.0938 -3.6221 -1.6266
H -3.0458 -1.8255 -0.3468
H -0.6515 -0.7015 -3.5000
H -1.4880 -2.5598 -4.9178
N -3.6639 1.2073 -1.7176
C -2.7873 2.1969 -1.9077
S -1.3527 2.3006 -1.0068
N -3.1017 3.1063 -2.8594
C -2.3941 4.2684 -3.2682
C -1.8413 5.1594 -2.3612
C -1.1772 6.2815 -2.8337
C -1.0804 6.5319 -4.1957
C -1.6651 5.6528 -5.0959
C -2.3194 4.5217 -4.6327
H -3.5344 0.6618 -0.8580
H -4.6020 1.2964 -2.0734
H -3.8870 2.8687 -3.4472
H -1.9344 4.9838 -1.3000
H -0.7440 6.9740 -2.1239
H -0.5669 7.4144 -4.5528
H -1.6117 5.8432 -6.1598
H -2.7611 3.8224 -5.3340
```

As for the LUMO energy (spin up / spin down): -4.3 / -7.1 eV. The net charge is +1. The calculation puts the HOMO-LUMO gap (spin up / spin down) at 4.9 / 2.8 eV. The calculation puts the HOMO energy (spin up / spin down) at -9.1 / -9.9 eV. The largest force on an atom comes out at 1.27 eV/A. The multiplicity is 6. The energy above the lowest of the compared OMol25 structures with the same formula, charge and spin comes out at 35.1 kcal per mole.

Atom charges from the Mulliken analysis, given in e for atoms 1 to 99: number 1, Ir, carries 3.228; number 2, C, carries -1.769; number 3, C, carries 0.372; number 4, C, carries -1.313; number 5, P, carries 0.325; number 6, C, carries 0.569; number 7, C, carries -1.697; number 8, C, carries -1.645; number 9, C, carries 0.027; number 10, C, carries -0.197; number 11, C, carries 0.488; number 12, C, carries -1.766; number 13, C, carries -1.310; number 14, C, carries -0.333; number 15, C, carries -0.508; number 16, N, carries 0.912; number 17, C, carries -0.656; number 18, C, carries 0.825; number 19, C, carries -1.148; number 20, C, carries -1.047; number 21, C, carries 0.470; number 22, C, carries -1.728; number 23, C, carries -0.686; number 24, C, carries 1.397; number 25, C, carries -1.307; number 26, H, carries 0.491; number 27, H, carries 0.384; number 28, H, carries 0.378; number 29, H, carries 0.847; number 30, H, carries 0.283; number 31, H, carries 0.491; number 32, H, carries 0.055; number 33, H, carries 0.702; number 34, H, carries 0.193; number 35, H, carries 0.314; number 36, H, carries 0.487; number 37, H, carries 0.130; number 38, H, carries 0.598; number 39, H, carries 0.195; number 40, H, carries 0.463; number 41, H, carries 0.404; number 42, H, carries 0.350; number 43, H, carries 0.389; number 44, H, carries 0.433; number 45, H, carries 0.522; number 46, H, carries 0.549; number 47, H, carries 0.091; number 48, H, carries -0.249; number 49, H, carries 0.535; number 50, H, carries 0.422; number 51, H, carries 0.380; number 52, H, carries 0.310; number 53, H, carries 0.446; number 54, H, carries 0.560; number 55, H, carries -0.309; number 56, H, carries 0.343; number 57, N, carries -0.443; number 58, C, carries -0.788; number 59, C, carries 0.303; number 60, O, carries -0.730; number 61, O, carries -0.241; number 62, H, carries 0.251; number 63, H, carries 0.056; number 64, H, carries 0.318; number 65, H, carries 0.396; number 66, O, carries -0.768; number 67, S, carries 1.280; number 68, O, carries -0.674; number 69, N, carries -0.395; number 70, C, carries -0.695; number 71, O, carries 0.731; number 72, C, carries 1.041; number 73, C, carries 0.286; number 74, C, carries -1.157; number 75, C, carries -0.400; number 76, C, carries -0.948; number 77, C, carries -0.554; number 78, H, carries 0.170; number 79, H, carries 0.481; number 80, H, carries 0.472; number 81, H, carries 0.504; number 82, N, carries -0.128; number 83, C, carries 0.074; number 84, S, carries 0.030; number 85, C, carries 1.165; number 86, C, carries -1.500; number 87, C, carries -0.944; number 88, N, carries 0.231; number 89, C, carries -1.653; number 90, C, carries -0.917; number 91, H, carries 0.276; number 92, H, carries 0.112; number 93, H, carries 0.988; number 94, H, carries 0.870; number 95, H, carries 0.537; number 96, H, carries 0.650; number 97, N, carries -0.049; number 98, C, carries 0.119; number 99, S, carries -0.408



No. 2
ORCA calculation (ωB97M-V/def2-TZVPD) on an isolated molecule of C3H2O2S2 in a non-equilibrium geometry.

The geometry in XYZ format:
```
9
C3H2O2S2 | OMol25 | ωB97M-V/def2-TZVPD
C 1.2873 -0.8815 -0.1491
C 0.8927 0.4244 -0.1256
C -1.7360 -0.3396 0.4458
O -2.8858 -0.3578 0.6855
O -0.9784 2.2838 0.0715
S 0.1906 -2.1663 -0.2728
S -0.7738 0.9163 -0.4753
H 2.3025 -0.9923 -0.0703
H 1.7011 1.1130 -0.1096
```

As for the SMILES: O=C=S(=O)=CC=S. As for the LUMO energy (spin up / spin down): -2.0 / -2.0 eV. The calculation puts the HOMO-LUMO gap (spin up / spin down) at 6.9 / 6.9 eV. The calculation puts the HOMO energy (spin up / spin down) at -8.9 / -8.9 eV. The largest force on an atom comes out at 3.56 eV/A. The energy above the lowest of the compared OMol25 structures with the same formula, charge and spin comes out at 87.3 kcal per mole.

In elementary charge units, the Mulliken charges are: number 1, C, carries -0.141; number 2, C, carries -0.417; number 3, C, carries 0.274; number 4, O, carries -0.209; number 5, O, carries -0.524; number 6, S, carries -0.252; number 7, S, carries 0.531; number 8, H, carries 0.358; number 9, H, carries 0.380



Across the entries above, calculated total energy takes the values -111782.5513, -28904.7981 eV, respectively.